Below is a molecular structure, C21H27Br2N5PPdSi, with properties calculated with ωB97M-V/def2-TZVPD.

Geometry as XYZ:
```
58
Properties=species:S:1:pos:R:3:lowdin_charge:R:1
Pd -0.131 -0.032 -0.882 0.770
Br -0.039 1.211 5.752 0.920
C -0.257 0.869 3.937 -0.664
C -0.686 -0.381 3.503 -0.064
C -0.776 -0.602 2.143 -0.104
N -0.486 0.348 1.249 -0.014
C -0.136 1.577 1.659 -0.209
C 0.005 1.866 3.005 -0.029
C 0.033 2.584 0.583 -0.199
C -0.047 3.942 0.816 -0.025
C 0.027 4.819 -0.262 -0.659
Br -0.101 6.651 0.022 0.924
C 0.174 4.311 -1.544 -0.058
C 0.251 2.942 -1.699 -0.085
N 0.195 2.101 -0.662 -0.017
H -0.940 -1.161 4.207 0.125
H -1.116 -1.551 1.747 0.124
H 0.325 2.844 3.335 0.122
H -0.192 4.327 1.815 0.121
H 0.215 4.963 -2.405 0.127
H 0.366 2.504 -2.682 0.127
C 4.751 -2.851 -0.676 -0.086
N 3.655 -2.955 0.283 -0.055
C 3.968 -2.259 1.546 -0.106
N 4.149 -0.835 1.306 -0.131
C 5.218 -0.670 0.336 -0.096
N 4.855 -1.408 -0.893 -0.033
C 3.815 -0.815 -1.680 -0.232
P 2.202 -0.832 -0.687 1.001
C 2.347 -2.656 -0.244 -0.257
C 2.921 -0.169 0.912 -0.295
H 4.524 -3.377 -1.601 0.156
H 5.672 -3.239 -0.251 0.159
H 4.884 -2.678 1.960 0.154
H 3.157 -2.419 2.254 0.149
H 6.146 -1.078 0.730 0.156
H 5.363 0.382 0.100 0.153
H 3.668 -1.369 -2.607 0.115
H 4.055 0.224 -1.915 0.119
H 2.143 -3.270 -1.121 0.113
H 1.585 -2.869 0.509 0.108
H 2.167 -0.301 1.690 0.086
H 3.100 0.902 0.800 0.109
C -5.814 -2.247 -0.701 -0.157
Si -5.125 -0.766 -1.526 0.518
C -5.605 -0.633 -3.400 -0.050
C -5.902 0.920 -0.979 -0.069
C -3.353 -0.539 -1.317 -0.177
C -2.140 -0.350 -1.159 -0.145
H -6.888 -2.304 -0.891 0.059
H -5.665 -2.202 0.380 0.055
H -5.357 -3.168 -1.068 0.057
H -6.693 -0.672 -3.425 0.069
H -5.150 -1.516 -3.858 0.069
H -5.224 0.289 -3.828 0.061
H -6.973 0.864 -1.172 0.067
H -5.447 1.738 -1.532 0.058
H -5.693 0.997 0.091 0.063
```

For the LUMO energy (spin up / spin down), the calculation gives -0.311 / -0.443 Eh. As for the energy above the lowest of the compared OMol25 structures with the same formula, charge and spin: 6.83 kcal/mol. As for the spin multiplicity: 5. The expectation value of S² is 6.031. Its net charge is +3.

Below is 6 unconnected molecules or ions with the total composition C21H27Cl2F15O10, with properties calculated with ωB97M-V/def2-TZVPD.

Geometry as XYZ:
```
75
Properties=species:S:1:pos:R:3:lowdin_charge:R:1
C 9.780 12.336 20.309 -0.071
C 9.098 11.024 20.441 -0.238
O 7.984 10.949 19.561 0.023
C 7.865 9.847 18.687 -0.275
O 8.578 8.850 18.675 0.130
C 6.696 9.901 17.746 -0.591
F 7.224 9.843 16.520 0.177
F 5.770 8.925 17.960 0.160
F 6.040 10.993 17.913 0.216
H 9.853 12.532 19.239 0.051
H 10.778 12.438 20.735 0.094
H 9.166 13.158 20.676 0.085
H 8.719 11.039 21.463 0.128
H 9.873 10.262 20.358 0.126
C 14.562 10.365 19.684 -0.034
C 15.065 9.348 18.580 -0.189
O 15.249 9.953 17.307 -0.011
C 16.314 10.727 16.996 -0.329
O 17.229 11.097 17.724 0.152
C 16.213 11.176 15.518 -0.558
F 16.384 12.472 15.419 0.194
F 17.310 10.662 14.921 0.149
F 15.123 10.752 14.877 0.170
H 15.416 10.913 20.081 0.069
H 14.074 9.807 20.483 0.076
H 14.004 11.143 19.163 0.064
H 14.258 8.646 18.368 0.072
H 15.946 8.792 18.900 0.127
C 9.886 10.511 11.502 -0.055
C 9.912 12.009 11.219 -0.202
O 9.748 12.316 9.811 0.003
C 8.474 12.509 9.307 -0.265
O 7.382 12.572 9.963 0.092
C 8.561 12.617 7.757 -0.507
F 9.807 12.564 7.296 0.168
F 7.894 11.593 7.154 0.145
F 8.024 13.835 7.464 0.142
H 10.622 9.930 10.947 0.078
H 8.921 10.115 11.185 0.079
H 9.961 10.266 12.562 0.070
H 10.849 12.534 11.405 0.109
H 9.126 12.364 11.886 0.118
C 6.993 18.195 17.830 -0.045
C 8.262 18.234 18.793 -0.151
O 9.339 17.518 18.146 0.008
C 10.210 16.811 18.904 -0.305
O 10.194 16.604 20.141 0.111
C 11.211 15.987 18.057 -0.573
F 11.741 16.657 17.054 0.183
F 12.200 15.539 18.802 0.184
F 10.583 14.911 17.529 0.146
H 6.612 17.177 17.744 0.074
H 7.162 18.632 16.847 0.070
H 6.192 18.876 18.117 0.069
H 8.031 17.778 19.756 0.117
H 8.670 19.241 18.881 0.125
C 11.355 11.603 17.092 -0.041
C 11.860 11.717 15.626 -0.249
O 12.338 12.974 15.450 0.001
C 12.141 13.751 14.314 -0.228
O 11.198 13.548 13.539 0.122
C 13.119 14.981 14.139 -0.588
F 13.875 14.768 13.029 0.143
F 12.524 16.076 13.950 0.249
F 13.994 15.096 15.151 0.160
H 11.275 10.552 17.371 0.048
H 10.410 12.138 17.180 0.061
H 11.961 12.148 17.816 0.071
H 11.096 11.435 14.901 0.118
H 12.628 10.971 15.422 0.104
Cl 12.194 7.895 16.569 0.509
C 10.412 7.560 16.522 -0.996
Cl 10.139 6.414 15.223 0.526
H 10.067 7.176 17.482 0.027
H 9.935 8.499 16.240 0.008
```

For the LUMO energy, the calculation gives 0.007 Eh. As for the SMILES: CCOC(=O)C(F)(F)F.CCOC(=O)C(F)(F)F.CCOC(=O)C(F)(F)F.CCOC(=O)C(F)(F)F.CCOC(=O)C(F)(F)F.ClCCl. Its net charge is 0.

Below is a molecular structure, C21H27Cl2F6N4O7PPdS2, with properties calculated with ωB97M-V/def2-TZVPD.

Geometry as XYZ:
```
71
Properties=species:S:1:pos:R:3:lowdin_charge:R:1
Pd -0.548 -0.849 0.798 1.079
F 1.142 4.818 -1.863 0.141
C 0.967 4.442 -0.598 -0.684
F 1.758 5.180 0.181 0.140
F -0.301 4.669 -0.255 0.135
S 1.380 2.660 -0.374 0.584
O 1.018 2.365 0.980 -0.282
O 2.757 2.571 -0.758 -0.278
N 0.485 1.989 -1.494 -0.278
S -0.804 1.150 -1.314 0.594
O -1.321 1.083 0.060 -0.353
O -0.758 -0.115 -1.995 -0.290
C -2.060 2.111 -2.260 -0.683
F -2.127 3.365 -1.828 0.148
F -1.738 2.111 -3.547 0.155
F -3.247 1.532 -2.106 0.140
Cl -5.033 -5.768 -1.259 0.674
C -4.234 -4.415 -0.526 -0.666
C -4.901 -3.181 -0.463 -0.098
C -4.303 -2.090 0.109 -0.572
Cl -5.138 -0.590 0.207 0.756
C -2.978 -2.152 0.622 -0.355
O -2.456 -1.119 1.195 -0.163
C -2.335 -3.423 0.550 -0.134
C -1.071 -3.603 1.180 -0.148
O -0.250 -2.726 1.504 -0.087
C -2.982 -4.546 -0.006 -0.061
H -5.900 -3.088 -0.867 0.113
H -0.790 -4.633 1.431 0.149
H -2.478 -5.504 -0.031 0.119
O 1.355 -0.586 0.202 -0.374
P 2.573 -1.451 0.429 0.569
N 2.458 -2.765 -0.546 -0.166
C 1.421 -2.835 -1.603 -0.176
C 1.850 -4.039 -2.438 -0.160
C 3.372 -4.033 -2.309 -0.168
C 3.574 -3.676 -0.840 -0.205
N 3.987 -0.729 0.044 -0.176
C 4.699 0.177 0.963 -0.175
C 5.966 0.489 0.178 -0.160
C 5.459 0.624 -1.261 -0.154
C 4.300 -0.381 -1.360 -0.163
N 2.666 -1.859 2.006 -0.198
C 2.054 -1.051 3.079 -0.173
C 2.609 -1.669 4.374 -0.151
C 3.811 -2.506 3.931 -0.169
C 3.397 -2.999 2.549 -0.191
H 1.403 -1.917 -2.194 0.113
H 0.427 -2.962 -1.175 0.093
H 1.502 -3.966 -3.467 0.115
H 1.445 -4.958 -2.008 0.113
H 3.794 -3.250 -2.943 0.107
H 3.838 -4.979 -2.580 0.112
H 4.532 -3.190 -0.644 0.103
H 3.511 -4.572 -0.214 0.112
H 4.892 -0.327 1.910 0.105
H 4.123 1.087 1.147 0.115
H 6.662 -0.349 0.262 0.111
H 6.466 1.387 0.537 0.114
H 6.236 0.418 -1.996 0.109
H 5.079 1.628 -1.431 0.098
H 4.591 -1.286 -1.898 0.097
H 3.438 0.067 -1.859 0.114
H 0.965 -1.123 3.052 0.085
H 2.315 0.002 2.965 0.116
H 1.853 -2.310 4.832 0.111
H 2.878 -0.907 5.103 0.111
H 4.045 -3.319 4.617 0.111
H 4.697 -1.876 3.836 0.105
H 2.750 -3.882 2.620 0.119
H 4.253 -3.253 1.921 0.109
```

For the LUMO energy, the calculation gives -0.047 Eh. As for the energy above the lowest of the compared OMol25 structures with the same formula, charge and spin: 10.92 kcal/mol. Its net charge is 0.

no.,maximum force (eV Å⁻¹)
1,0.74
2,5.95
3,1.13